[1]
69
Properties=species:S:1:pos:R:3:forces:R:3 method="wB97M-V/def2-TZVPD" energy_ev=-54057.772 homo_ev=-8.59 e_above_lowest_kj_mol=27.5 molar_mass_g_mol=497.61
O 2.571 2.880 3.941 0.087 -0.233 -0.087
H -5.103 -1.928 -0.305 0.038 0.054 -0.057
N 2.297 0.158 -1.461 -0.018 0.274 0.290
O 4.538 -0.145 -1.447 0.142 -0.175 0.031
H -2.246 -0.476 -4.039 -0.085 -0.072 -0.123
C 1.069 -0.677 -3.361 -0.304 -0.006 0.190
H 3.464 4.786 6.577 0.014 0.089 0.116
C -4.333 -1.816 -1.080 -0.504 -0.352 -0.410
H -3.115 -1.609 1.365 0.045 0.039 0.022
H 2.762 4.856 4.209 -0.100 -0.034 0.112
C 2.270 0.592 3.431 -0.123 0.189 0.313
H 2.943 1.908 1.973 -0.021 -0.052 -0.180
C 2.382 1.052 -0.328 0.077 -0.169 0.014
H 1.525 -0.205 3.448 0.104 0.078 0.045
H 4.181 -1.476 -3.622 -0.126 0.058 0.197
H 1.696 1.892 -0.469 0.049 -0.031 0.021
H -1.532 1.685 1.666 -0.036 -0.013 -0.054
C 1.069 -0.111 -2.075 -0.295 -0.201 -0.412
H -0.462 -4.192 0.897 0.057 -0.125 0.015
H 0.567 2.826 2.476 -0.126 0.028 0.059
C -0.993 1.310 2.534 0.252 0.307 0.245
C -1.316 -0.418 -3.499 0.009 0.032 -0.104
O -2.554 1.444 -0.393 0.196 -0.240 -0.050
H -0.203 0.637 -0.501 0.107 0.063 0.178
C -1.319 0.050 -2.200 -0.533 0.269 0.248
C -1.802 -2.721 0.058 -0.159 -0.125 0.287
H -3.494 -3.937 0.562 -0.006 -0.067 0.118
O -3.862 0.726 -2.366 0.091 -0.291 -0.175
C 3.451 -0.405 -1.914 0.089 -0.083 -0.356
C -0.115 -0.796 -4.076 0.152 0.035 0.186
C -3.083 -3.221 -2.796 -0.134 -0.010 0.242
C 1.825 1.758 4.341 0.131 -0.442 0.163
H -1.771 -0.649 0.725 0.102 -0.056 0.239
H 4.497 3.720 5.613 0.107 0.009 0.004
C -2.886 -3.731 -0.323 0.045 0.175 -0.235
H -2.792 -4.237 -3.056 0.068 -0.080 -0.058
H 1.484 4.106 5.197 0.090 0.048 -0.101
H -4.783 -1.327 -1.944 -0.175 -0.172 0.060
H -2.192 -2.602 -2.778 0.084 -0.017 -0.045
H 3.413 1.417 -0.296 -0.215 0.037 0.025
S -2.864 0.442 -1.377 -0.030 -0.033 0.160
C 2.509 3.991 4.827 0.051 0.226 0.182
H -0.352 0.487 2.229 0.069 -0.130 -0.076
H 2.054 1.481 5.383 0.033 0.060 -0.229
H -0.071 -1.185 -5.081 0.004 -0.051 -0.125
C -0.181 2.430 3.170 -0.165 0.011 -0.161
C -0.145 0.227 -1.494 0.168 -0.053 -0.018
H 3.217 0.204 3.822 -0.119 -0.016 0.014
C 2.060 0.335 0.991 0.302 0.409 -0.198
N 2.457 1.029 2.068 0.072 0.272 0.218
H -1.176 -2.512 -0.815 -0.010 0.062 -0.011
C -3.793 -3.209 -1.445 0.007 0.041 0.034
O 1.491 -0.736 1.039 -0.132 -0.339 -0.097
H 3.228 3.038 6.636 0.009 -0.052 0.114
C 3.260 -1.408 -3.041 0.393 -0.296 0.192
H -2.426 -4.671 -0.636 -0.006 -0.075 0.048
N -3.330 -0.915 -0.576 0.220 0.848 -0.502
H -4.661 -3.874 -1.522 0.009 0.087 0.037
O 0.455 2.010 4.380 -0.091 -0.009 0.042
C -2.494 -1.422 0.479 0.569 -0.150 0.122
H -3.745 -2.845 -3.572 -0.036 0.057 -0.155
C -0.906 -3.239 1.177 -0.086 0.180 -0.265
O 2.231 -1.074 -3.948 -0.240 0.329 -0.078
H -1.713 0.931 3.255 -0.119 -0.067 0.058
H 3.057 -2.389 -2.581 0.023 0.133 -0.066
H -0.106 -2.530 1.371 0.117 0.038 0.096
H -0.850 3.247 3.459 0.114 -0.036 -0.087
H -1.479 -3.383 2.091 -0.085 -0.061 0.158
C 3.489 3.873 5.989 -0.221 -0.119 -0.382

=====

[2]
68
Properties=species:S:1:pos:R:3:forces:R:3 method="wB97M-V/def2-TZVPD" energy_ev=-44329.008 homo_ev=-9.38 e_above_lowest_kj_mol=728.6 molar_mass_g_mol=469.53
C -1.211 -0.872 -3.155 0.130 1.173 0.464
H 1.343 1.874 4.074 -0.129 -0.210 -0.185
O 3.986 -4.046 -2.119 -0.744 0.262 -0.216
H 5.194 4.179 4.835 -0.029 -0.045 -0.436
H -2.357 2.623 -2.388 -0.461 -2.271 -0.663
H 1.130 -1.063 -2.733 -2.053 -1.041 0.439
H -3.776 -2.046 -3.532 -2.261 0.466 0.908
H 4.941 5.210 3.383 0.027 -0.189 0.021
C 3.280 3.982 3.877 0.101 -1.526 -1.007
O -7.391 -1.651 -0.850 4.679 7.414 -3.142
H 1.766 -3.880 0.163 -0.092 -0.279 -0.281
H 0.757 0.217 4.290 -0.024 0.090 -0.108
H 0.034 2.132 2.034 0.010 -0.079 0.019
C -2.514 1.477 -2.613 0.501 -0.514 0.690
H -0.306 1.015 -2.246 -1.652 -0.231 -1.941
C 3.864 5.855 5.149 0.472 0.514 0.615
O 3.310 2.864 3.389 -0.366 2.080 0.876
H 1.754 6.315 5.326 -0.042 -0.189 -0.275
C 3.868 -4.386 0.185 0.207 0.062 0.924
C -5.025 0.661 -2.656 -1.714 -3.585 0.300
H -2.778 0.975 -1.563 0.603 1.062 -2.254
H -0.724 1.260 -4.109 -0.730 -0.929 1.867
H 4.935 -5.641 -1.232 -0.010 0.065 -0.023
H 2.449 6.696 3.731 -0.021 -0.082 0.050
C -5.461 -0.749 -2.458 0.519 4.215 0.495
C -6.678 -0.624 -1.342 -2.359 -5.332 1.760
C 4.736 -4.583 -1.031 0.693 -0.177 0.158
H -4.044 2.286 -4.097 0.111 -2.500 1.077
C -0.041 1.166 2.543 -0.468 0.526 0.349
H 2.797 -0.305 3.264 0.130 0.112 -0.384
C -4.892 -2.137 -3.162 -0.995 0.406 -0.601
H 4.081 -5.100 0.986 0.055 0.081 -0.134
C -1.106 0.795 -3.104 0.078 -0.425 1.058
H 4.426 6.792 5.154 -0.161 -0.098 0.014
C -0.190 -1.695 -0.859 -0.531 0.426 -0.730
H 0.115 -2.718 -2.902 0.116 2.945 0.832
C -5.996 1.596 -1.698 2.275 4.798 -1.336
H -0.417 -0.588 -0.480 0.726 -2.556 -0.688
C 0.117 -1.602 -2.492 -2.034 -1.020 0.210
C 1.417 -0.315 1.615 0.865 -0.992 -1.062
O 0.126 0.128 1.578 0.606 -0.563 -0.225
H -2.121 -1.142 -2.437 1.800 0.384 -1.747
C -3.789 1.219 -3.631 -0.541 1.101 1.125
C 2.662 -4.027 -1.785 -1.558 0.291 -1.354
H 4.014 -3.375 0.585 -0.038 -0.162 -0.062
H -1.198 -2.295 -0.648 2.111 1.072 -0.703
H -4.851 -3.179 -1.295 -0.158 -0.227 -1.438
C 2.176 0.392 2.697 -0.087 -0.137 0.311
C 4.478 4.788 4.278 0.260 0.117 0.454
O 1.766 -3.698 -2.545 2.475 -1.047 0.911
H -1.030 1.084 3.005 0.074 -0.078 -0.316
O -5.853 2.926 -1.735 -1.697 -8.685 0.949
C 2.480 5.996 4.572 -0.346 0.762 0.214
H 5.689 -4.054 -0.942 -0.166 -0.068 -0.265
N -5.086 -3.375 -2.300 1.397 0.582 -0.243
H -5.567 -2.302 -4.133 1.440 0.479 2.046
H 0.699 -2.174 -0.262 -2.288 1.173 -1.515
H -3.551 0.502 -4.526 -0.567 1.085 2.048
C 2.476 -4.510 -0.379 0.039 0.179 0.518
O 2.136 4.696 4.095 0.420 -0.941 -0.264
H 2.788 1.180 2.248 -0.073 -0.315 0.055
C 1.065 0.959 3.544 0.066 0.280 0.908
O -6.898 0.778 -0.863 2.648 -0.821 -3.317
H -1.423 -1.190 -4.266 0.377 0.374 2.190
H 3.800 5.493 6.183 -0.004 0.105 -0.155
O 1.883 -1.141 0.848 -0.364 1.283 1.466
H 2.136 -5.549 -0.400 -0.121 0.106 -0.057
H -4.401 -4.100 -2.663 -1.127 1.245 0.807

=====

[3]
75
Properties=species:S:1:pos:R:3:forces:R:3 method="wB97M-V/def2-TZVPD" energy_ev=-79368.454 charge=-1 homo_ev=-4.95 molar_mass_g_mol=709.70
P -2.812 0.686 -0.374 1.612 1.013 1.239
C -1.463 -2.394 1.368 0.129 -0.840 0.185
F -4.674 -0.144 -2.403 -0.209 0.558 3.571
I 3.255 2.234 -0.192 -0.695 -0.750 -0.198
C -4.536 0.106 -0.951 -3.067 -1.931 -0.087
C -0.750 0.360 1.457 -0.999 0.984 2.417
C 0.232 -4.808 -4.211 -0.546 -0.742 0.162
C -0.185 -3.558 -4.640 -0.220 0.024 -0.060
H 1.085 -0.870 2.341 -0.982 1.703 -1.612
C -2.429 -4.409 -4.655 0.215 0.174 -0.040
C 0.702 -3.623 2.577 -1.523 -0.681 -0.662
H 7.405 2.218 0.925 -0.003 0.070 0.044
H -0.647 -2.494 0.510 -1.718 0.594 1.784
C -1.869 -0.851 1.738 -2.561 -0.376 -1.898
H 1.414 0.929 1.889 -1.198 -2.143 -0.886
H 2.297 0.266 -1.892 -0.965 1.349 2.110
C -0.932 -3.307 2.616 0.011 -1.381 -0.361
C 1.797 0.772 -0.933 -1.091 -2.432 -1.593
H 9.027 5.570 3.062 -0.086 -0.052 -0.052
H -4.086 1.715 1.688 0.814 1.070 -1.689
C -3.512 2.115 0.751 -0.125 1.755 0.826
H -0.233 2.316 2.506 -1.460 -1.945 0.317
H -2.445 -2.894 0.908 2.082 1.265 1.187
H 2.618 -0.885 0.390 -2.262 0.749 -0.526
C -1.918 -5.622 -4.221 0.881 -0.232 0.183
H 0.532 -2.759 -4.795 -0.087 -0.040 0.063
C -2.016 -0.617 -1.541 1.792 -2.097 -1.952
H 1.282 -5.014 -4.024 -0.062 0.059 -0.011
O -0.331 0.245 -3.414 -6.816 -1.676 2.429
H 1.008 -1.422 -0.419 0.813 2.243 0.910
H -1.228 -2.935 3.683 0.549 -0.377 -2.270
H -1.943 1.717 3.018 2.065 -1.066 -0.354
N 6.100 3.784 1.240 0.830 0.560 0.512
H 6.798 6.681 2.845 -0.010 -0.089 -0.040
H -1.907 -2.393 -5.205 0.067 -0.091 0.070
H -0.781 0.737 4.865 1.105 0.044 -1.668
O -3.002 -0.605 0.814 3.233 1.072 1.380
O -1.256 2.854 -1.655 -3.668 0.893 0.720
H -3.493 -4.286 -4.823 0.089 -0.017 0.046
H -2.687 -1.591 -1.694 1.306 2.170 0.080
H 0.677 1.388 4.263 -1.441 -1.024 -0.326
C 5.955 5.015 1.778 -0.037 -0.871 -0.426
N -0.605 -5.846 -3.995 -0.339 0.846 -0.314
Cl 1.351 -3.118 4.254 0.042 -0.443 -1.552
C -1.573 -0.043 -3.011 4.212 0.207 -1.222
C -1.542 -3.359 -4.867 -0.013 0.011 -0.007
H 9.340 3.290 2.086 -0.093 0.025 -0.019
H -3.758 2.041 -3.403 0.082 1.018 1.320
H -4.578 2.746 -2.074 1.483 -0.518 -1.056
H -1.536 3.821 -1.480 0.798 -2.032 -0.939
C -0.855 1.343 2.808 0.571 1.697 -0.964
C 8.387 3.802 2.010 -0.064 0.292 0.114
H -1.447 -4.377 2.489 1.049 2.279 0.320
C 0.835 -0.051 1.529 0.625 0.188 -1.015
H -1.041 -0.986 -1.009 -1.738 0.803 -1.202
H -2.430 0.089 -3.829 1.529 -0.174 1.666
H 0.817 1.284 -1.314 1.929 -0.742 1.109
H 4.970 5.456 1.663 0.069 -0.016 0.015
H -2.538 2.724 1.077 -2.362 -1.401 -0.508
N -3.639 2.678 -2.569 -0.805 -0.492 0.647
H 0.863 -4.789 2.443 -0.135 2.556 0.510
B -2.582 2.139 -1.624 1.672 1.879 -1.435
C 8.208 5.071 2.552 -0.003 -0.007 -0.007
H -4.141 2.907 0.115 0.821 -1.747 1.544
C 1.524 -0.494 0.114 1.397 0.378 0.436
H -2.570 -6.471 -4.038 0.014 0.082 -0.019
O -1.235 1.167 0.290 1.673 -3.340 2.333
H 1.220 -3.080 1.677 -0.762 -0.763 2.120
F -4.793 -1.228 -0.288 -1.124 3.291 -2.970
C 7.314 3.206 1.368 -0.919 0.264 -0.181
H -3.588 -0.767 2.875 2.361 -0.070 -0.384
C 6.969 5.692 2.435 0.266 -0.153 0.020
O -2.591 -0.807 3.053 0.311 -0.093 -1.164
F -5.667 0.971 -0.545 2.497 -2.530 -1.491
N -0.139 0.763 4.017 -0.808 1.213 0.772